11
Properties=species:S:1:pos:R:3:mulliken_charge:R:1 method="wB97M-V/def2-TZVPD" de_lowest_kcal_mol=23.83 total_charge=+3 gap_ha="0.253 / 0.153" e_homo_ev="-21.3 / -21.3"
H -5.00330 -2.75503 3.15322 0.00
C 1.15855 -0.82217 0.08790 0.51
C 0.12647 0.21550 0.25337 -0.04
C -1.15000 -0.12308 0.11862 -0.55
C -2.28884 -0.67387 0.37552 0.78
O -3.36098 -1.13666 0.44670 -0.37
O 2.35747 -0.57224 0.07492 -0.24
Tl 3.82885 0.49748 0.40549 1.20
H 0.82074 -1.86148 -0.05753 0.45
H 0.46167 1.24018 0.45299 0.28
Li -4.71080 -2.17146 1.56219 0.96